Here is C17H22N2O2 in the gas phase from OMol25. Energies are from ωB97M-V/def2-TZVPD.

```
43
Properties=species:S:1:pos:R:3:mulliken_charge:R:1
C 2.127 -1.969 -4.226 -1.1100
C 2.617 -2.198 -2.799 -0.5068
O 1.814 -1.558 -1.833 -0.4087
C 0.540 -2.020 -1.586 0.6572
C 0.073 -3.252 -2.008 -0.5845
C -1.236 -3.646 -1.765 -0.8678
C -2.088 -2.796 -1.095 -0.9403
C -1.628 -1.571 -0.644 -0.3271
C -0.314 -1.155 -0.857 0.6957
N 0.124 0.086 -0.439 0.2905
C 1.457 0.289 0.097 -0.7651
C 1.397 1.077 1.402 -0.8261
N 0.878 2.417 1.163 0.0761
C 0.467 3.090 2.386 -1.2230
C -0.780 2.546 3.013 0.6855
C -2.086 2.930 2.902 -0.4596
C -2.843 2.000 3.657 -0.4259
C -1.944 1.119 4.169 -0.5389
O -0.696 1.440 3.787 -0.3566
C -0.110 2.432 0.094 -1.2522
C -0.837 1.095 -0.053 -0.5664
H 2.077 -0.902 -4.430 0.3044
H 2.814 -2.432 -4.930 0.3948
H 1.136 -2.392 -4.367 0.3656
H 2.711 -3.272 -2.589 0.3439
H 3.602 -1.741 -2.667 0.3685
H 0.720 -3.923 -2.550 0.3136
H -1.575 -4.610 -2.113 0.3815
H -3.113 -3.082 -0.909 0.3767
H -2.308 -0.930 -0.106 0.3696
H 1.922 -0.677 0.291 0.5892
H 2.081 0.829 -0.624 0.1439
H 2.406 1.176 1.815 0.5243
H 0.789 0.516 2.128 0.3248
H 1.296 3.007 3.094 0.3904
H 0.311 4.146 2.149 0.4462
H -2.463 3.772 2.358 0.4821
H -3.905 1.994 3.795 0.4360
H -2.059 0.256 4.794 0.4763
H 0.407 2.654 -0.846 0.3509
H -0.835 3.226 0.279 0.3904
H -1.343 0.855 0.896 0.2965
H -1.600 1.173 -0.834 0.6847
```

Summary:
HOMO-LUMO gap = 0.2977 hartree
SMILES = CCOc1ccccc1N1CCN(Cc2ccco2)CC1
Multiplicity = 1
Total charge = 0
LUMO = 0.87 eV

Here is C6H10N2 in the gas phase at a distorted geometry from OMol25. Energies are from ωB97M-V/def2-TZVPD.

```
18
Properties=species:S:1:pos:R:3:mulliken_charge:R:1
C -0.942 0.278 0.976 0.7025
C -0.288 -0.906 0.321 -0.8264
C 1.075 -0.560 -0.316 -0.5609
C -0.749 0.526 2.450 -1.2124
C 0.920 0.268 -1.551 -0.0956
C 0.990 -0.212 -2.775 -0.7835
N -1.624 1.088 0.284 0.6623
N -2.231 1.789 -0.363 -0.9918
H -0.129 -1.663 1.091 0.3217
H -0.942 -1.323 -0.446 0.3866
H 1.687 -0.024 0.413 0.2620
H 1.583 -1.500 -0.568 0.3593
H 0.716 1.314 -1.382 0.3003
H 0.308 0.449 2.721 0.3038
H -1.305 -0.209 3.041 0.2500
H -1.112 1.520 2.718 0.3898
H 1.193 -1.250 -2.978 0.2585
H 0.849 0.415 -3.636 0.2739
```

Summary:
HOMO-LUMO gap = 0.3245 hartree
Multiplicity = 1
Total charge = 0
LUMO = 1.04 eV

Here is C4H6O2 in the gas phase from OMol25. Energies are from ωB97M-V/def2-TZVPD.

```
12
Properties=species:S:1:pos:R:3:mulliken_charge:R:1
O 0.689 -1.435 -1.491 -0.5273
C 0.457 -0.483 -0.564 0.0677
C 0.962 -0.351 0.660 -0.3900
C -0.091 0.637 1.071 -0.5743
C -0.463 0.706 -0.465 0.1108
O -1.782 0.650 -0.919 -0.5463
H 1.134 -2.091 -0.943 0.3296
H 1.872 -0.736 1.107 0.4062
H 0.278 1.540 1.556 0.2580
H -0.920 0.189 1.636 0.2030
H -0.025 1.617 -0.887 0.3147
H -2.111 -0.243 -0.760 0.3480
```

Summary:
HOMO-LUMO gap = 0.3531 hartree
SMILES = OC1=CC[C@@H]1O
Multiplicity = 1
Total charge = 0
LUMO = 0.78 eV

Here is C7H14N2O2S in the gas phase at a distorted geometry from OMol25. Energies are from ωB97M-V/def2-TZVPD.

```
26
Properties=species:S:1:pos:R:3:mulliken_charge:R:1
O -0.074 2.405 -2.551 -0.5690
C -0.285 1.166 -3.052 -0.3791
C -1.109 0.179 -2.328 -0.9114
N -0.550 -0.428 -1.039 0.0262
C 0.527 -1.516 -1.141 -0.5309
C 0.757 -1.693 0.343 -0.7719
N 0.555 -0.449 0.900 0.1989
C 0.903 -0.165 2.164 -1.6130
C 0.073 -0.261 3.359 0.0653
O -0.814 0.876 3.499 -0.5001
C -0.206 0.362 0.094 0.4767
S -0.689 1.906 0.502 -0.4780
H -0.584 2.618 -1.483 0.3196
H 0.728 0.940 -3.162 0.2808
H -0.725 1.337 -4.022 0.2688
H -1.678 -0.719 -2.703 0.4994
H -2.181 0.587 -1.988 0.3931
H 1.464 -0.947 -1.658 0.2631
H 0.124 -2.345 -1.693 0.3770
H 1.730 -2.115 0.506 0.4287
H 0.125 -2.366 0.640 0.4217
H 1.877 -0.553 2.292 0.5075
H 1.115 0.958 2.290 0.5421
H -0.668 -1.093 3.123 0.1772
H 0.591 -0.164 4.432 0.2480
H -1.005 1.479 2.675 0.2592
```

Summary:
HOMO-LUMO gap = 0.3408 hartree
SMILES = OCCN1CCN(CCO)C1=S
Multiplicity = 1
Total charge = 0
LUMO = 0.49 eV

Number 4 is which compound? C7H14N2O2S

Which formula does entry 1 have? C17H22N2O2

What did the first record say?
Here is C17H22N2O2 in the gas phase from OMol25. Energies are from ωB97M-V/def2-TZVPD.

```
43
Properties=species:S:1:pos:R:3:mulliken_charge:R:1
C 2.127 -1.969 -4.226 -1.1100
C 2.617 -2.198 -2.799 -0.5068
O 1.814 -1.558 -1.833 -0.4087
C 0.540 -2.020 -1.586 0.6572
C 0.073 -3.252 -2.008 -0.5845
C -1.236 -3.646 -1.765 -0.8678
C -2.088 -2.796 -1.095 -0.9403
C -1.628 -1.571 -0.644 -0.3271
C -0.314 -1.155 -0.857 0.6957
N 0.124 0.086 -0.439 0.2905
C 1.457 0.289 0.097 -0.7651
C 1.397 1.077 1.402 -0.8261
N 0.878 2.417 1.163 0.0761
C 0.467 3.090 2.386 -1.2230
C -0.780 2.546 3.013 0.6855
C -2.086 2.930 2.902 -0.4596
C -2.843 2.000 3.657 -0.4259
C -1.944 1.119 4.169 -0.5389
O -0.696 1.440 3.787 -0.3566
C -0.110 2.432 0.094 -1.2522
C -0.837 1.095 -0.053 -0.5664
H 2.077 -0.902 -4.430 0.3044
H 2.814 -2.432 -4.930 0.3948
H 1.136 -2.392 -4.367 0.3656
H 2.711 -3.272 -2.589 0.3439
H 3.602 -1.741 -2.667 0.3685
H 0.720 -3.923 -2.550 0.3136
H -1.575 -4.610 -2.113 0.3815
H -3.113 -3.082 -0.909 0.3767
H -2.308 -0.930 -0.106 0.3696
H 1.922 -0.677 0.291 0.5892
H 2.081 0.829 -0.624 0.1439
H 2.406 1.176 1.815 0.5243
H 0.789 0.516 2.128 0.3248
H 1.296 3.007 3.094 0.3904
H 0.311 4.146 2.149 0.4462
H -2.463 3.772 2.358 0.4821
H -3.905 1.994 3.795 0.4360
H -2.059 0.256 4.794 0.4763
H 0.407 2.654 -0.846 0.3509
H -0.835 3.226 0.279 0.3904
H -1.343 0.855 0.896 0.2965
H -1.600 1.173 -0.834 0.6847
```

Summary:
HOMO-LUMO gap = 0.2977 hartree
SMILES = CCOc1ccccc1N1CCN(Cc2ccco2)CC1
Multiplicity = 1
Total charge = 0
LUMO = 0.87 eV